(a)
{"formula": "C3H5P", "method": "ωB97M-V/def2-TZVPD", "e_lumo_ev": [-1.32, -1.49], "e_homo_ev": [-8.36, -8.75], "homo_lumo_gap_ha": [0.2588, 0.2667], "charge": 0, "elements": ["C", "C", "C", "P", "H", "H", "H", "H", "H"], "xyz": [[0.8772, -0.6215, 0.0070], [0.7582, 0.8191, -0.3038], [0.0090, -0.1964, -1.1033], [-0.9291, -1.5395, 2.3687], [0.0053, 1.1640, 0.4080], [1.4878, 1.4699, -0.6527], [0.5587, -0.3863, -1.9973], [-1.1526, -0.3001, -1.2548], [-1.6143, -0.4092, 2.5282]]}

---

(b)
{"formula": "C3H5P", "method": "ωB97M-V/def2-TZVPD", "e_lumo_ev": -0.27, "e_homo_ev": -8.75, "smiles": "C=P#CC", "homo_lumo_gap_ha": 0.3117, "charge": 0, "elements": ["C", "P", "C", "C", "H", "H", "H", "H", "H"], "xyz": [[-2.9274, 0.1706, 0.1202], [-0.9114, 0.0214, -0.1220], [0.6585, -0.3539, -0.0970], [2.0429, 0.1188, 0.0666], [-3.0238, -0.7387, 0.6339], [-3.1772, -0.1032, -0.9072], [2.1975, 0.6073, 1.0158], [2.2013, 0.8225, -0.6637], [2.9396, -0.5448, -0.0466]]}

---

The structure shown above that is least stable: (a).